Entry 1:
8 unconnected molecules or ions with the total composition C38H82O10 at a distorted geometry, computed with ωB97M-V/def2-TZVPD.

XYZ file:
```
130
Properties=species:S:1:pos:R:3:forces:R:3:lowdin_charge:R:1
O 1.088 -1.032 7.058 -0.442 7.861 -1.753 -0.071
O 3.608 4.747 1.979 0.480 0.749 1.615 -0.159
O -1.944 2.651 -0.292 0.189 -0.157 0.062 -0.176
O 0.278 -1.246 1.860 -0.028 0.140 0.192 -0.180
O -4.322 3.745 -4.550 -0.044 0.083 0.157 -0.168
O -6.933 1.126 2.932 0.069 0.057 -0.096 -0.177
O 6.629 -6.879 2.599 -0.066 0.016 -0.087 -0.176
O 3.821 -4.882 -2.087 -0.110 0.072 -0.032 -0.170
O 1.472 4.563 5.919 -2.123 -7.899 1.245 -0.069
O -1.176 2.807 -8.408 -0.140 0.034 0.014 -0.178
C -6.253 0.937 4.170 -0.061 -0.121 -0.060 -0.278
C 4.930 -4.030 -2.362 -0.059 -0.116 -0.056 -0.280
C 1.558 2.751 7.713 -0.521 -3.853 -0.520 0.008
C -0.871 1.450 -8.095 0.020 0.086 0.055 -0.275
C -4.614 3.275 -6.949 -0.133 -0.037 -0.064 -0.076
C 0.765 3.206 -9.872 -0.034 -0.122 -0.160 -0.082
C -2.800 2.433 0.827 -0.078 0.005 -0.195 -0.280
C 5.761 -4.484 -3.551 -0.024 -0.121 -0.161 -0.084
C 9.037 -7.398 2.574 0.012 -0.192 -0.056 -0.083
C 6.379 -7.083 5.040 0.039 0.154 0.064 -0.082
C -1.581 -1.356 0.248 -0.088 -0.110 0.031 -0.076
C 2.522 5.715 2.191 0.421 1.077 0.501 -0.240
C -0.240 -0.751 0.627 -0.049 -0.007 0.029 -0.271
C 0.513 -2.650 1.931 0.133 -0.006 -0.054 -0.276
C 5.007 -6.394 -0.546 0.012 0.093 0.077 -0.083
C 1.000 3.431 2.553 -0.784 -0.219 0.427 -0.167
C 1.517 -3.149 0.904 0.112 0.111 -0.108 -0.079
C 6.284 -7.746 3.677 0.013 0.105 -0.007 -0.277
C 1.075 5.067 2.600 -0.389 0.440 -0.607 -0.175
C -3.808 1.418 -3.925 0.208 -0.002 0.029 -0.073
C 1.026 0.294 6.793 0.164 -5.276 1.386 -0.216
C 0.011 1.296 -6.867 0.078 0.093 0.098 -0.078
C -6.181 -0.517 4.606 -0.008 -0.173 -0.090 -0.081
C 0.441 0.809 5.340 0.757 4.378 0.602 0.071
C -0.146 2.791 3.590 0.469 -0.628 -0.359 -0.146
C -3.690 3.717 -5.827 -0.058 -0.035 -0.035 -0.270
C 1.158 3.262 6.172 1.659 5.220 -0.397 -0.160
C 1.515 1.294 8.013 -0.389 4.133 -2.219 0.004
C -2.240 3.783 -1.106 -0.006 0.070 0.069 -0.272
C -0.067 3.659 -8.683 -0.015 -0.080 -0.081 -0.276
C 4.126 -6.239 -1.774 0.054 0.076 0.087 -0.278
C 7.948 -6.338 2.617 -0.038 -0.135 -0.010 -0.277
C -2.176 5.103 -0.354 0.072 0.051 0.155 -0.068
C 0.488 2.291 5.023 -0.295 -3.893 1.383 -0.077
C -9.183 1.412 3.891 0.020 0.120 0.126 -0.083
C -8.294 0.703 2.884 0.030 0.072 0.026 -0.276
C -4.255 2.224 0.443 -0.070 0.007 -0.058 -0.059
C -4.855 2.510 -4.078 0.160 0.048 -0.055 -0.276
H 6.069 -7.780 5.825 0.014 0.065 -0.096 0.078
H -2.907 5.147 0.456 -0.044 0.039 -0.074 0.069
H -0.464 1.758 -5.995 0.024 -0.086 -0.095 0.073
H 0.905 -2.853 2.932 -0.106 0.264 -0.060 0.119
H -0.479 4.650 -8.901 -0.172 -0.217 0.102 0.119
H 0.649 3.120 1.473 0.871 0.550 2.136 0.113
H 1.208 2.222 -9.708 0.065 0.074 0.030 0.064
H 5.248 -8.060 3.509 0.195 0.173 -0.194 0.119
H 5.734 -6.199 5.082 0.048 -0.148 -0.011 0.084
H -0.432 -3.196 1.855 -0.026 -0.029 -0.087 0.105
H -5.295 2.713 -3.096 0.084 0.213 -0.139 0.111
H 0.495 -0.887 -0.173 -0.051 -0.058 -0.023 0.110
H -7.173 -0.943 4.769 0.038 0.041 0.085 0.064
H -2.790 3.094 -5.788 -0.032 -0.055 -0.077 0.092
H -1.948 -0.915 -0.683 0.052 0.012 0.108 0.077
H 1.900 3.568 8.509 -0.851 -1.897 -2.165 0.130
H -10.219 1.077 3.786 0.113 0.034 -0.014 0.078
H -4.352 1.377 -0.243 0.037 0.055 0.114 0.082
H 5.137 -4.553 -4.451 0.117 0.069 0.175 0.083
H 4.318 4.820 2.709 -2.081 0.008 -1.710 0.119
H -4.263 0.505 -3.528 0.043 0.128 -0.017 0.080
H 3.170 -6.742 -1.587 0.049 0.300 -0.113 0.118
H 1.996 2.875 2.816 -1.765 1.370 -0.676 0.120
H 8.040 -5.705 1.728 -0.261 -0.110 0.074 0.116
H -3.337 1.169 -4.878 -0.077 -0.057 -0.005 0.060
H 6.576 -3.777 -3.740 -0.127 -0.063 0.025 0.077
H 4.569 -6.736 -2.644 0.079 -0.002 0.010 0.104
H -1.184 5.241 0.095 -0.160 -0.023 -0.144 0.060
H 5.179 -7.452 -0.331 -0.025 0.128 0.006 0.080
H 1.579 3.913 -10.061 -0.132 -0.068 0.028 0.078
H -0.364 0.331 0.750 0.134 -0.165 0.139 0.100
H -4.676 3.100 -0.058 0.002 0.000 0.109 0.071
H 0.294 5.458 1.787 1.639 -0.845 1.806 0.097
H 10.026 -6.928 2.554 -0.140 -0.041 -0.023 0.078
H -2.436 1.530 1.330 0.133 0.111 -0.218 0.099
H -2.694 3.250 1.548 -0.070 0.068 -0.001 0.100
H 4.518 -3.040 -2.580 -0.171 -0.213 0.101 0.118
H 1.174 -2.978 -0.118 -0.003 -0.114 0.030 0.066
H 0.141 3.137 -10.772 0.119 0.071 0.178 0.084
H -1.086 3.486 3.710 2.024 -1.192 0.032 0.124
H 8.926 -8.027 1.682 0.036 0.166 0.142 0.083
H 2.903 6.475 3.026 -1.145 -1.534 -1.738 0.130
H -8.871 1.220 4.920 -0.079 -0.066 -0.055 0.065
H 0.985 1.773 -7.000 -0.023 -0.109 -0.021 0.067
H 0.746 5.553 3.614 0.665 -1.381 -1.767 0.102
H 5.981 -5.916 -0.679 -0.013 -0.116 -0.007 0.064
H -8.657 0.925 1.874 0.304 0.022 0.123 0.120
H -5.620 -0.609 5.541 -0.047 0.030 -0.140 0.079
H -2.319 -1.175 1.037 0.066 0.024 -0.087 0.078
H 4.533 -5.931 0.326 0.072 -0.113 -0.102 0.080
H 8.074 -5.677 3.479 0.047 -0.040 0.067 0.105
H -9.147 2.496 3.736 -0.024 -0.149 -0.024 0.083
H 0.182 0.237 -6.652 -0.043 0.106 -0.024 0.080
H 6.891 -8.657 3.637 0.058 0.017 0.066 0.105
H -1.517 -2.437 0.105 0.015 0.069 -0.074 0.066
H -6.704 1.560 4.948 -0.051 -0.045 0.053 0.105
H -4.981 2.257 -6.801 0.084 0.009 -0.047 0.065
H 7.397 -6.755 5.266 -0.039 -0.105 0.030 0.065
H -1.493 3.799 -1.906 -0.029 -0.224 0.169 0.122
H 6.205 -5.468 -3.387 0.061 0.072 0.032 0.064
H -5.688 -1.124 3.836 -0.046 0.144 0.163 0.084
H -8.354 -0.385 3.000 -0.023 0.003 0.086 0.105
H 5.550 -3.915 -1.468 0.079 -0.055 0.000 0.104
H -0.428 0.953 -8.965 0.077 0.000 0.031 0.105
H 1.818 0.904 9.074 -0.721 0.452 -2.502 0.123
H -5.234 1.311 4.029 -0.183 0.047 -0.200 0.113
H 2.396 6.327 1.200 0.323 -1.227 1.801 0.116
H -2.376 5.939 -1.032 0.047 -0.137 0.063 0.082
H -5.489 3.932 -7.005 0.125 -0.048 0.016 0.082
H -5.676 2.182 -4.721 0.019 -0.067 -0.057 0.105
H -4.090 3.307 -7.909 0.008 0.010 0.134 0.073
H 0.553 3.774 -7.789 0.074 -0.055 -0.001 0.105
H 2.475 -2.625 1.019 -0.177 -0.139 0.022 0.085
H -4.859 2.025 1.333 0.016 -0.016 -0.098 0.066
H -3.012 1.743 -3.243 -0.175 -0.078 -0.062 0.071
H 8.998 -8.057 3.444 0.062 0.079 0.016 0.064
H -3.211 3.655 -1.594 -0.050 0.070 0.025 0.093
H 1.686 -4.223 1.026 -0.011 0.152 0.002 0.077
H -1.827 0.948 -7.908 0.037 0.292 -0.109 0.116
H -3.349 4.738 -6.032 -0.116 -0.136 0.261 0.122
H -0.013 0.048 4.562 1.174 1.513 1.903 0.128
H -0.535 1.805 3.042 0.844 2.007 1.459 0.104
```
Forces are in eV/Å.

Values from the calculation:
**Kohn-Sham gap**: 7.87 eV
**LUMO**: -1.649 eV
**E**: -2249.0400 Ha

---

Entry 2:
3 unconnected molecules or ions with the total composition C33H61BrN4O9PSi at a distorted geometry, computed with ωB97M-V/def2-TZVPD.

XYZ file:
```
110
Properties=species:S:1:pos:R:3:forces:R:3:lowdin_charge:R:1
Br -2.972 0.390 -3.545 0.323 0.561 0.273 0.811
P 1.538 2.988 -3.014 1.379 2.160 -0.402 0.602
Si -3.940 4.029 0.748 -0.184 1.466 0.542 0.471
O -2.804 -4.962 5.015 0.012 0.272 -0.278 0.037
O 0.014 -1.521 -5.224 0.057 0.392 0.776 -0.048
O 0.605 2.997 -4.391 1.624 -1.138 1.043 -0.132
O 5.959 2.534 2.791 0.186 -0.029 0.333 -0.046
O -2.419 -3.412 3.422 -0.023 -0.073 0.298 0.097
O 5.754 1.001 4.434 -0.279 0.243 -0.432 0.130
O -2.453 3.185 0.826 -0.819 -0.410 -0.401 -0.242
O 1.590 4.365 -2.495 -0.728 -1.225 0.231 -0.229
O 3.098 2.530 -3.438 -2.469 -0.366 -0.580 -0.138
N 1.274 0.281 -2.155 0.902 0.206 0.088 -0.006
N 3.391 -1.118 -4.079 0.050 -0.075 0.137 -0.006
N -1.307 -5.466 0.159 0.365 0.036 0.073 -0.015
N 1.994 3.686 1.429 0.310 -1.645 -1.462 0.088
C 1.351 3.267 0.307 1.141 -0.847 0.144 -0.079
C 1.838 2.142 -0.463 0.144 -0.903 -0.055 -0.155
C -0.567 1.895 -1.578 -1.308 -0.565 -1.631 -0.085
C -4.769 3.946 -0.972 0.143 -0.295 -0.117 -0.168
C -3.153 -6.357 5.032 -0.106 -0.361 0.189 -0.151
C -3.591 5.882 1.099 -0.349 -0.210 -0.713 -0.174
C 7.756 3.780 3.646 0.281 0.207 0.160 -0.154
C 3.061 1.405 -0.126 -1.054 2.541 1.845 0.009
C 0.191 -3.525 0.621 0.317 -1.530 0.110 -0.179
C 6.363 1.898 3.927 0.225 -0.610 0.491 -0.476
C -3.166 -5.623 2.789 -0.436 -0.276 0.307 -0.096
C 6.964 3.481 2.388 0.169 0.341 -0.234 -0.150
C 7.683 2.460 4.398 -0.028 0.597 -0.087 -0.072
C 0.659 -3.299 -0.875 0.871 -0.213 1.120 -0.195
C -0.048 -5.087 0.862 -0.394 1.217 -0.768 -0.249
C -1.460 0.884 0.575 0.313 0.775 -0.221 -0.093
C -2.888 0.631 -1.584 -0.387 -0.144 1.285 -0.559
C -1.411 0.682 -1.007 -0.293 -0.893 0.283 -0.370
C 1.559 -2.010 -0.961 0.140 -0.515 -1.115 -0.114
C -5.195 3.486 2.088 0.102 -0.161 -0.624 -0.174
C -4.009 -1.800 -1.823 -0.450 -0.793 1.048 -0.177
C 2.268 -1.994 -4.504 0.676 -0.842 1.125 -0.180
C -3.758 -0.538 -0.914 -0.431 -0.045 -1.129 -0.247
C -2.764 -4.520 3.736 0.269 0.248 -0.283 -0.486
C 0.811 0.002 -3.548 -0.405 -0.726 -1.872 -0.095
C 3.724 1.871 1.074 -2.073 0.179 -1.789 -0.008
C 3.091 2.979 1.749 1.481 -0.449 0.940 -0.120
C -3.860 -6.606 3.715 -0.227 -0.270 -0.196 -0.152
C 0.758 -0.643 -1.105 -1.365 -2.253 1.942 -0.205
C 0.986 1.704 -1.722 0.173 1.727 0.353 -0.302
C 0.841 -1.491 -4.029 0.201 -0.027 -1.601 -0.293
C -0.792 -0.770 -1.264 0.211 0.603 0.696 -0.093
C -2.603 1.781 1.117 -0.299 0.069 1.295 -0.249
H 6.484 4.373 1.985 -0.164 -0.187 -0.044 0.129
H 4.125 -1.088 -4.790 -0.404 0.055 0.328 0.087
H 8.484 1.778 4.105 -0.058 -0.071 0.114 0.136
H -0.944 2.057 -2.632 0.277 -0.089 0.989 0.082
H 0.789 -5.673 0.413 -0.563 0.381 0.462 0.110
H 2.283 -2.174 -1.812 -0.740 0.402 0.611 0.093
H -5.661 3.271 -0.945 0.783 0.393 -0.241 0.041
H 0.210 -0.728 -5.751 -0.071 -0.412 0.067 0.099
H -0.783 -3.040 0.866 0.853 -0.079 -0.043 0.093
H -4.038 3.630 -1.765 -0.823 0.253 0.564 0.030
H -3.801 -7.642 3.383 0.041 0.037 0.081 0.121
H 7.681 2.609 5.476 0.031 -0.339 -0.022 0.131
H 3.837 -1.497 -3.239 -0.091 0.114 -0.464 0.068
H 1.092 2.506 -5.078 -0.652 0.213 -0.041 0.071
H 2.208 -2.016 -0.044 -0.679 0.329 -0.815 0.124
H -2.267 -6.048 2.341 -0.082 0.053 -0.110 0.101
H -4.917 -6.342 3.804 0.059 -0.039 0.037 0.122
H -3.840 -5.251 2.019 0.284 0.098 -0.118 0.126
H 0.448 3.865 0.046 0.883 -0.776 0.016 0.128
H -3.642 1.473 0.821 1.016 -0.260 0.020 0.092
H 0.866 -0.245 -0.059 0.205 0.611 -1.428 0.159
H -2.017 -4.762 0.373 0.145 -0.298 0.073 0.051
H -3.623 6.132 2.184 0.382 -0.152 -0.816 0.036
H -0.206 0.392 -3.788 0.618 -0.349 0.921 0.085
H 7.579 3.026 1.607 -0.030 -0.023 0.034 0.130
H -6.153 4.038 1.882 0.856 -0.491 0.222 0.051
H 3.596 3.303 2.692 -0.512 -0.251 -0.915 0.115
H 0.365 -2.233 -3.355 0.406 0.746 -0.313 0.123
H -3.331 -0.910 0.046 -0.212 0.639 -0.616 0.106
H 7.254 4.559 4.224 0.031 -0.022 -0.068 0.123
H -5.398 2.389 1.987 0.017 0.889 0.486 0.031
H 3.145 2.680 -4.403 0.632 -0.047 0.503 0.081
H -1.179 -1.406 -0.424 0.533 0.496 -0.847 0.108
H -0.493 1.400 0.838 -0.940 -0.471 -0.002 0.122
H 1.498 0.508 -4.282 -0.284 -0.325 1.185 0.119
H -4.772 -0.090 -0.727 0.968 -0.463 0.132 0.119
H -2.585 1.685 2.242 0.014 -0.074 -1.015 0.142
H 2.458 -3.010 -4.051 -0.478 0.744 -0.646 0.122
H -4.820 3.776 3.097 -0.363 -0.472 -0.664 0.044
H -1.143 -1.265 -2.196 0.438 0.668 0.426 0.083
H -0.171 -3.354 -1.616 0.517 0.297 0.610 0.100
H 0.988 -3.208 1.349 -0.726 0.090 -0.784 0.119
H 4.653 1.400 1.440 -0.886 0.529 -0.144 0.100
H -4.398 -2.607 -1.136 0.329 0.721 -0.600 0.081
H -1.460 -0.067 1.159 -0.206 0.549 -0.607 0.129
H -3.794 -6.563 5.888 0.147 0.208 0.065 0.128
H -2.653 6.194 0.580 -0.551 -0.046 0.714 0.036
H -2.235 -6.943 5.129 -0.007 0.058 -0.010 0.129
H -3.441 1.585 -1.391 0.821 -0.755 -0.356 0.061
H 3.468 0.561 -0.715 -0.332 0.636 0.408 0.110
H -5.139 4.967 -1.232 0.307 -0.757 0.181 0.038
H -4.824 -1.656 -2.577 1.047 0.046 0.479 0.068
H 8.773 4.114 3.443 -0.073 -0.009 -0.071 0.121
H 1.336 -4.171 -1.104 -0.587 0.822 0.090 0.121
H -3.081 -2.231 -2.277 -0.834 0.547 0.168 0.051
H -4.423 6.454 0.600 0.702 -0.474 0.510 0.037
H 2.294 0.106 -2.224 -0.302 0.538 0.050 0.138
H 2.304 -2.124 -5.608 -0.373 0.256 0.819 0.130
H -1.182 -5.400 -0.855 0.111 -0.187 0.459 0.064
H -0.896 2.804 -1.029 0.729 -0.620 -0.258 0.121
H -0.101 -5.313 1.955 -0.117 0.166 -0.899 0.105
```
Forces are in eV/Å.

Values from the calculation:
**Kohn-Sham gap**: 8.96 eV
**LUMO**: -2.577 eV
**Total charge**: +1
**E**: -5394.9229 Ha

---

Entry 3:
C4H6ClN2P in the gas phase at a distorted geometry, computed with ωB97M-V/def2-TZVPD.

XYZ file:
```
14
Properties=species:S:1:pos:R:3:forces:R:3:nbo_charge:R:1
Cl 3.898 -1.366 -0.311 0.387 -0.517 -0.188 -0.313
P 3.546 0.576 0.169 0.261 0.198 0.194 1.062
N 2.072 0.725 -0.191 -1.207 -0.591 0.225 -0.915
N -0.790 -0.679 0.383 -0.611 0.066 0.729 -0.362
C -1.716 -1.784 0.277 2.199 -1.720 3.673 -0.440
C -0.221 1.584 -0.172 2.024 -1.800 0.091 -0.216
C -1.039 0.346 -0.301 1.018 0.139 -0.035 0.060
C 1.143 1.723 0.019 -2.482 -1.340 -1.151 0.001
H -0.955 2.328 -0.162 -0.118 2.118 0.322 0.209
H -2.619 -1.664 -0.217 -1.711 0.576 -1.266 0.177
H 1.602 2.618 0.269 0.063 2.170 0.392 0.176
H -1.941 -2.302 1.339 0.524 1.523 -2.169 0.197
H -1.047 -2.487 -0.175 -0.260 -1.135 -0.685 0.217
H -1.935 0.381 -0.926 -0.087 0.311 -0.130 0.146
```
Forces are in eV/Å.

Values from the calculation:
**Relative energy (zero: lowest compared OMol25 entry of this formula, charge and spin)**: 104.9 kJ/mol
**Kohn-Sham gap**: 7.99 eV
**LUMO**: -0.829 eV
**E**: -1067.0061 Ha